99
Properties=species:S:1:pos:R:3:forces:R:3:mulliken_charge:R:1 method="wB97M-V/def2-TZVPD" smiles="C[C@H]1COC(=O)O1.C[C@H]1COC(=O)O1.C[C@H]1COC(=O)O1.C[C@H]1COC(=O)O1.C[C@H]1COC(=O)O1.C[C@H]1COC(=O)O1.C[C@H]1COC(=O)O1.ClCCCl" total_energy_ha=-3671.099093 e_above_lowest_kcal_mol=0.00 gap_ev=10.232
C 0.417468 4.343841 4.766525 0.0 0.6 -0.1 -1.3053
C -0.192852 4.157751 6.144025 1.5 0.5 0.9 0.4992
C 0.610668 4.598311 7.444025 1.6 -1.5 -0.4 -0.3679
O -0.190232 5.441621 8.221055 -1.8 0.1 -1.4 -0.3338
C -1.352262 5.675991 7.482195 0.5 0.2 2.0 0.6254
O -2.234002 6.355821 7.928425 0.8 -0.9 -1.4 -0.5242
O -1.279762 4.989071 6.322965 -2.9 1.5 -0.4 -0.3442
H 0.823208 5.341281 4.597475 0.5 -0.1 0.4 0.4150
H -0.340332 4.305301 3.983985 -0.4 -0.5 0.2 0.2920
H 1.133508 3.541951 4.586645 0.2 0.3 0.0 0.3109
H -0.507472 3.114201 6.154825 -0.2 -0.1 0.6 0.2061
H 1.539698 5.146051 7.285945 0.1 -0.2 -0.6 0.2847
H 0.839938 3.703851 8.023225 0.1 0.0 0.1 0.2605
C -2.646212 -2.418859 -2.242365 0.7 -0.5 -1.0 -1.4133
C -2.663622 -1.093959 -3.001355 0.6 -1.7 1.4 0.5779
C -1.426702 -0.251799 -2.742055 -0.9 1.5 1.4 0.7451
O -0.959442 0.138071 -4.008355 0.4 0.5 -0.5 -0.3095
C -1.789062 -0.369199 -4.962725 1.0 2.2 -1.5 0.5438
O -1.786972 0.054121 -6.102665 -0.1 -1.5 2.0 -0.5986
O -2.541602 -1.277679 -4.388815 -2.1 -1.4 -1.4 -0.3855
H -2.624532 -2.291099 -1.160095 0.0 0.2 -0.1 0.2534
H -1.738342 -2.923149 -2.573365 0.3 -0.2 0.3 0.3571
H -3.438922 -3.117519 -2.509915 -0.4 0.4 0.0 0.3922
H -3.590522 -0.604709 -2.702035 0.0 0.5 -0.7 0.1216
H -0.598372 -0.596039 -2.122795 -0.3 -0.6 -0.2 -0.3760
H -1.912112 0.586601 -2.242495 0.9 0.7 0.2 0.0384
C -5.874142 -0.922479 -0.043555 -0.5 -1.3 0.0 -1.3791
C -7.150262 -1.584259 0.512785 1.4 3.2 1.7 0.4218
C -8.423882 -0.727479 0.607385 1.1 0.8 2.0 -0.3417
O -9.435132 -1.479009 0.066005 -0.1 -2.7 -1.2 -0.3458
C -8.838432 -2.685979 -0.408955 -3.2 1.8 -2.6 0.6182
O -9.425912 -3.445349 -1.122245 0.3 -0.1 1.4 -0.5150
O -7.554942 -2.604919 -0.272445 1.6 -2.8 -0.8 -0.3536
H -5.162652 -1.748239 -0.043455 0.2 -0.1 -0.6 0.2315
H -5.361432 -0.211849 0.604715 -0.7 0.5 -0.1 0.4265
H -6.088512 -0.598339 -1.061925 0.4 0.3 0.1 0.3924
H -6.871912 -1.906519 1.516165 -0.2 -0.5 0.1 0.2908
H -8.336992 0.259061 0.152105 -0.1 0.0 -0.1 0.2918
H -8.626482 -0.684079 1.677515 -0.1 0.9 0.1 0.2620
C 4.945418 -0.298469 -0.126905 0.6 -0.4 0.1 -1.1315
C 4.829458 -1.152019 1.162945 0.9 1.1 -0.2 0.4669
C 5.692288 -0.680299 2.350745 1.5 -1.6 -0.8 -0.6004
O 4.804078 -0.376399 3.429735 -1.2 0.3 -0.9 -0.3489
C 3.506858 -0.584679 2.983335 -0.8 -0.3 -0.2 0.3860
O 2.467948 -0.511719 3.625265 2.9 0.1 -1.5 -0.5382
O 3.549398 -0.930269 1.633905 -2.6 0.4 2.6 0.0439
H 4.503518 0.693031 -0.028125 -0.4 -0.1 0.6 0.3363
H 4.467508 -0.774169 -0.983305 0.1 -0.2 0.1 -0.0454
H 5.975218 -0.047889 -0.381495 0.2 -0.5 -0.1 0.5418
H 4.955458 -2.232469 1.093255 0.1 0.1 -0.9 0.2178
H 6.496648 -0.033409 2.000575 -0.9 1.7 0.6 0.3575
H 6.365448 -1.490079 2.632205 -0.5 -0.5 0.6 0.3389
C 0.864918 -2.984779 0.495415 -0.2 0.0 -0.2 -0.2271
C 1.775478 -4.215809 0.433215 -0.2 2.1 -0.7 0.2218
C 1.215568 -5.489299 -0.084305 0.1 0.2 0.9 -0.4654
O 2.416978 -6.012129 -0.652535 -2.2 -5.5 -0.2 -0.3567
C 3.234388 -5.145029 -1.058275 6.2 1.9 -2.6 0.6504
O 4.356368 -5.310319 -1.692005 -5.6 0.7 2.9 -0.6878
O 2.787408 -3.986299 -0.582375 0.9 2.4 0.2 -0.1726
H 0.322058 -2.742479 -0.418195 0.4 -0.4 -0.4 -0.2049
H 1.467718 -2.103709 0.715525 0.0 -0.1 0.3 -0.4581
H 0.055988 -3.088879 1.218525 0.3 -0.2 0.5 0.6385
H 2.300228 -4.314549 1.383475 0.0 -0.3 0.1 0.3826
H 0.417978 -5.319419 -0.807555 0.3 -0.2 -0.3 0.2601
H 0.877208 -6.113169 0.742985 0.1 -0.4 -0.4 0.3663
C 2.988258 0.098071 -5.230225 -0.2 0.8 2.6 -1.2643
C 2.834568 -0.796669 -3.941325 5.0 1.8 -6.1 0.0527
C 2.132808 -0.292529 -2.822905 -1.2 1.0 1.6 0.1855
O 1.618408 -1.520299 -2.366905 -1.4 -1.8 1.0 0.4995
C 1.711658 -2.505179 -3.358425 -0.3 -4.4 2.1 0.2627
O 1.442968 -3.722789 -3.203345 0.2 4.9 -0.4 -0.6388
O 2.321058 -1.984209 -4.385325 -2.2 -2.0 -0.6 -0.3686
H 3.832578 -0.134139 -5.879305 -0.4 -0.4 0.0 0.3668
H 3.210788 1.036621 -4.722565 0.2 0.6 -0.6 0.2627
H 2.019858 0.239071 -5.710235 0.2 -0.3 -0.3 0.2946
H 3.845838 -1.133369 -3.713175 0.5 0.7 0.8 0.3854
H 1.390978 0.491331 -2.975705 -0.6 -0.5 -0.5 0.0776
H 2.784218 0.214471 -2.111065 0.2 -0.7 0.3 -0.0992
C 1.173288 0.874381 0.344355 -0.5 1.3 1.0 -0.7247
C 0.015328 0.718221 1.363755 3.6 -1.5 -1.1 0.8481
C -0.145062 1.935751 2.259455 0.6 -1.1 0.2 -0.3972
O -1.517632 2.144771 2.207885 -2.2 0.0 -0.5 -0.3359
C -2.085522 1.340891 1.254335 -3.4 1.9 -1.4 0.4235
O -3.243452 1.442671 0.828005 3.1 -0.4 1.7 -0.6359
O -1.176082 0.563501 0.708675 -1.7 -0.6 -0.8 -0.0797
H 1.900078 1.303241 1.034245 0.9 -0.3 -0.5 0.3694
H 0.966938 1.672511 -0.368745 -0.3 0.0 0.0 0.3836
H 1.547848 0.016271 -0.213725 -0.3 -0.2 0.6 -0.6064
H 0.248808 -0.226229 1.855295 -0.2 0.2 0.7 0.1587
H 0.411478 2.781891 1.856445 -0.1 0.2 0.2 0.2953
H 0.096458 1.700571 3.296015 0.4 0.2 -0.1 0.2728
Cl 2.726948 3.986551 -5.206295 -0.2 -0.1 -0.1 -0.1726
C 1.133838 3.819301 -4.419745 -0.3 0.1 0.0 -0.3273
C 1.234468 3.896431 -2.907555 0.5 1.6 -0.5 -0.5427
Cl 2.531628 2.808861 -2.358965 -0.5 -0.1 0.6 -0.1213
H 0.647188 2.886291 -4.703945 0.3 -0.1 -0.2 0.0579
H 0.532548 4.631781 -4.827705 -0.1 0.0 0.3 0.4145
H 0.244618 3.865511 -2.452215 0.1 -1.2 0.2 0.2880
H 1.570268 4.880801 -2.581435 0.3 0.1 -0.3 0.4783

---

105
Properties=species:S:1:pos:R:3:forces:R:3:mulliken_charge:R:1 method="wB97M-V/def2-TZVPD" smiles="O=C1OC[C@@H](F)O1.O=C1OC[C@@H](F)O1.CCOC(=O)OC.CCOC(=O)OC.CCOC(=O)OC.O=C1OCCO1.O=C1OCCO1.O=C1OCCO1.O=C1OCCO1" total_energy_ha=-3402.017383 e_above_lowest_kcal_mol=0.00 gap_ev=11.005
C 2.074046 2.273317 -3.417484 0.4 -0.7 1.1 1.3263
C 3.145047 1.163072 -3.369242 -0.9 -0.4 0.8 -0.1666
O 4.031693 1.554758 -2.312056 0.1 0.3 -0.8 -0.3692
C 3.582986 2.693717 -1.742138 0.7 0.4 -0.6 0.6447
O 4.146608 3.263550 -0.869040 -0.1 -0.1 0.5 -0.5450
O 2.490023 3.166079 -2.372725 -0.3 -0.1 -0.2 -0.3599
H 1.150916 1.811800 -3.094067 -0.4 0.5 -0.5 -0.7151
H 1.968873 2.806439 -4.354450 0.1 0.0 0.1 -0.2844
H 3.572070 0.957547 -4.347639 0.7 0.1 0.3 0.3760
H 2.708820 0.252140 -2.947687 -0.2 -0.1 -0.7 0.0627
C 0.410818 3.633098 1.613734 0.1 -0.5 0.6 0.4622
C 1.264861 3.355804 2.873093 0.1 0.5 -0.8 0.0132
O 1.939594 4.601949 3.093469 0.1 0.0 0.2 -0.4407
C 1.724412 5.448906 2.075914 -1.1 -0.3 -0.3 0.4678
O 2.174953 6.530120 1.943390 0.6 0.5 0.1 -0.5530
O 0.793576 4.935707 1.211944 0.2 0.0 0.1 -0.2821
H -0.658815 3.578542 1.824637 0.0 0.2 -0.1 0.2989
H 0.671103 2.908416 0.849866 -0.1 0.0 -0.3 -0.3283
H 2.035809 2.629619 2.634251 0.0 -0.2 0.2 0.1146
H 0.688420 3.071220 3.746550 0.1 0.2 -0.1 0.2368
C 2.410614 -0.652862 5.360342 -1.0 0.2 0.8 -0.3957
C 1.862274 0.734069 5.792250 1.3 -0.7 0.0 -0.3770
O 1.125049 1.143829 4.652925 -0.5 0.0 0.2 -0.3092
C 1.049212 0.154200 3.748879 0.8 -0.4 0.3 0.3272
O 0.636319 0.275784 2.640414 -0.6 0.0 -0.2 -0.2836
O 1.579926 -0.984377 4.249578 0.1 0.3 -0.6 -0.2148
H 2.173050 -1.391714 6.120494 0.5 -0.1 0.1 0.2909
H 3.459043 -0.638121 5.079019 0.0 -0.1 -0.1 0.3049
H 2.681112 1.430325 5.951554 -0.1 0.2 0.0 0.2926
H 1.285857 0.662032 6.709827 -0.5 0.2 -0.2 0.2727
C 5.116037 -3.168762 1.393543 -0.6 -0.4 1.0 -0.0161
C 4.644128 -4.162538 2.485358 0.7 0.5 -1.4 -0.1209
O 5.908025 -4.534290 3.038069 -0.4 -0.2 0.6 -0.3698
C 6.809207 -3.547330 2.829657 -1.8 0.1 -0.5 0.5924
O 7.860936 -3.511288 3.327796 2.0 0.2 0.8 -0.4912
O 6.282821 -2.611662 2.008818 0.2 -0.2 -0.5 -0.3436
H 4.423129 -2.355571 1.222050 -0.1 -0.1 -0.4 0.1218
H 5.348424 -3.765390 0.512300 0.3 0.5 -0.3 0.2147
H 4.241844 -5.056643 2.023993 -0.4 0.0 0.2 0.3002
H 3.968948 -3.666772 3.179787 0.1 -0.3 0.4 0.1425
C -4.591996 1.251989 -2.257755 -1.0 -0.2 -0.8 -0.7845
C -5.140123 1.501842 -0.877833 0.4 -0.3 0.0 -0.3498
O -4.768577 0.391395 -0.030653 -0.3 -0.1 0.3 -0.3546
C -3.821700 0.556819 0.878568 0.0 0.1 -0.2 0.8524
O -3.073119 1.495451 0.939743 0.5 0.3 0.4 -0.5588
O -3.841801 -0.503083 1.678120 -0.2 -0.2 -0.4 -0.3614
C -2.912853 -0.678732 2.724911 0.8 1.1 0.9 0.1082
H -3.510389 1.293894 -2.339797 0.1 0.2 0.2 -0.0983
H -5.069783 1.934128 -2.968947 0.4 0.3 0.1 0.5106
H -4.944931 0.282569 -2.622464 0.2 -0.2 0.2 0.3304
H -6.225885 1.461370 -0.853335 0.0 0.2 -0.2 0.3071
H -4.789265 2.450258 -0.476231 0.1 -0.1 0.2 0.3000
H -3.172821 -0.081433 3.607723 -0.8 -0.6 0.1 0.3961
H -1.901794 -0.265493 2.617048 -0.1 -0.4 -1.2 -0.1291
H -2.883646 -1.745318 2.890287 0.0 0.0 0.4 -0.0453
C 0.397461 3.643369 -6.345436 -1.0 0.6 0.8 -1.3591
C -0.780767 3.434133 -5.396773 -0.4 -1.2 -1.4 0.3523
O -1.023396 4.536389 -4.542203 0.5 0.2 -0.2 -0.4175
C -1.021902 4.263221 -3.253545 -1.2 0.4 0.6 0.6755
O -0.833380 3.174055 -2.781020 0.4 -0.4 0.8 -0.0757
O -1.442923 5.353269 -2.612638 0.7 0.3 -0.2 -0.4336
C -1.416182 5.443809 -1.190089 -0.7 -0.3 0.7 -0.4805
H 0.220755 4.503180 -6.988791 0.1 -0.1 -0.2 0.3538
H 0.460057 2.724941 -6.923649 0.5 0.1 -0.1 0.3627
H 1.266478 3.863262 -5.724382 0.2 -0.2 -0.5 0.3627
H -0.636593 2.480734 -4.890783 0.2 0.5 0.6 -0.3102
H -1.712549 3.252912 -5.941981 0.1 0.3 -0.2 0.4286
H -0.606450 6.036819 -0.771994 0.3 0.0 -0.6 0.3203
H -1.407580 4.477224 -0.692559 0.1 -0.3 -0.3 0.0198
H -2.355528 5.920329 -0.915007 0.0 0.1 -0.1 0.3637
C -0.078919 -3.889770 2.405877 1.1 0.6 0.5 -0.7445
C -1.475913 -4.403718 2.173909 0.7 1.1 -0.9 -0.2607
O -1.497323 -5.818160 2.325747 -0.5 -0.2 0.3 -0.3355
C -2.195834 -6.294269 3.367348 -0.1 -0.2 -0.6 0.7547
O -2.726211 -5.628399 4.204380 -0.3 0.3 0.7 -0.5690
O -2.240325 -7.618351 3.262161 0.2 -0.3 -0.3 -0.3459
C -2.986423 -8.350180 4.247940 -0.3 0.1 -0.6 -0.6556
H 0.704900 -4.360129 1.807918 -0.4 -0.2 -0.2 0.3714
H 0.268587 -3.987304 3.440490 -0.4 -0.2 0.1 0.3174
H 0.017176 -2.817191 2.203612 -0.3 -0.1 -0.1 0.0168
H -1.772625 -4.180147 1.144355 0.1 -0.3 -0.1 0.2382
H -2.170756 -3.815857 2.769431 -0.2 -0.8 0.5 0.3464
H -3.423537 -9.212441 3.746438 0.3 0.0 -0.2 0.2363
H -3.823178 -7.740564 4.580697 0.3 0.0 0.5 0.3435
H -2.296774 -8.702721 5.008475 -0.2 0.2 0.3 0.2610
C 0.162505 0.665587 -1.074020 -0.4 -0.4 -0.5 0.7337
C -0.753313 -0.298088 -0.361344 0.3 0.9 -0.3 0.8283
O 0.094198 -1.451349 -0.382095 -0.4 -0.5 1.1 -0.3262
C 1.360643 -1.002229 -0.130278 -1.1 1.4 -0.9 0.5156
O 2.293287 -1.630277 0.199575 0.5 -0.8 0.4 -0.5921
O 1.381420 0.333959 -0.410794 0.6 0.2 0.1 -0.2523
F -1.931771 -0.558614 -0.980307 0.4 -0.3 -0.3 -0.1520
H -0.118899 1.712353 -1.031525 0.3 0.1 0.3 0.1621
H 0.265431 0.354005 -2.120946 -0.2 0.1 0.0 -0.6591
H -0.975692 0.110452 0.626832 0.1 -0.7 0.2 -0.3927
C -1.500079 -1.725600 -4.555251 -0.1 -0.8 -0.8 -0.2977
C -1.277538 -0.233925 -4.425908 -1.2 0.0 -0.6 1.2097
O -2.210296 0.288726 -5.363324 0.9 0.1 0.2 -0.3655
C -2.568376 -0.678581 -6.260987 -0.3 -0.7 0.9 0.4988
O -3.325925 -0.509214 -7.140800 -0.2 0.3 -0.9 -0.4911
O -2.056850 -1.873746 -5.887774 0.4 0.6 0.4 -0.3680
F 0.005021 0.100485 -4.801249 -0.3 0.1 0.2 -0.2629
H -2.250416 -2.134051 -3.875403 0.3 0.3 0.3 0.2696
H -0.584568 -2.313649 -4.540482 0.0 0.1 0.3 0.3557
H -1.552171 0.220923 -3.478171 0.5 0.0 0.1 -0.5717